a | Below is one molecule with the formula C9H6N4, with properties calculated with ωB97M-V/def2-TZVPD.

Structure (ORCA input):
```
! RIJCOSX wB97M-V def2-TZVPD def2/J DEFGRID3
* xyz 0 1
C -2.42614 -0.30018 -1.00384
C -1.06311 -1.79531 0.35619
C -1.42834 1.81250 0.54417
C 1.14530 0.06405 -1.28060
C 0.93376 1.26331 -0.53792
C 1.44037 -0.60070 0.99493
C 1.46702 -0.96249 -0.47090
C 0.77470 0.75364 0.87583
C -1.43562 -0.49274 0.04784
N -3.23722 -0.12869 -1.81292
N -0.88491 -2.94647 0.49467
N -2.08849 2.74219 0.54747
N -0.75445 0.64432 0.58465
H 1.34638 -0.06623 -2.39112
H 0.54911 2.26150 -0.73357
H 1.00568 -1.23779 1.73743
H 2.50380 -0.56095 1.24311
H 1.35326 -1.98620 -0.87313
H 0.79890 1.53623 1.67770
*
```

E_LUMO (spin up / spin down)	-0.0476 / -0.0802	Eh
gap between HOMO and LUMO (spin up / spin down)	7.55 / 6.17	eV
HOMO energy (spin up / spin down)	-8.845 / -8.356	eV

=====

b | Below is one molecule with the formula C9H6N4, with properties calculated with ωB97M-V/def2-TZVPD.

Structure (ORCA input):
```
! RIJCOSX wB97M-V def2-TZVPD def2/J DEFGRID3
* xyz 0 1
C -1.92502 0.89786 -0.03382
C -0.75507 0.49776 0.33183
C -0.06274 -0.67672 -0.19805
C 0.65763 -0.41590 -1.68739
C 1.34701 -1.59119 -2.07684
N 1.96948 -2.51512 -2.29317
C -0.34145 -0.16299 -2.68212
N -1.12344 -0.01156 -3.50154
C 1.58677 0.77065 -1.49721
C 2.90410 0.53432 -1.33236
N 4.03936 0.22656 -1.38843
C 1.11392 2.05050 -1.28703
N 0.58467 3.05703 -1.12609
H -2.46522 0.35883 -0.72989
H -2.38871 1.79298 0.27608
H -0.18556 1.30913 0.95918
H 0.77195 -1.05660 0.56634
H -0.67755 -1.58782 -0.53032
H 4.49951 -0.12194 -0.61356
*
```

E_LUMO	0.0090	Eh
gap between HOMO and LUMO	9.99	eV
HOMO energy	-9.742	eV
SMILES string	C=CCC(C#N)(C#N)C(=C=N)C#N

=====

Preferred: b; penalty for the next structure: 0.0475 hartree.

=====

a | Below is a 2-piece molecular cluster, C3H10N2O2 overall, with properties calculated with ωB97M-V/def2-TZVPD.

Structure (ORCA input):
```
! RIJCOSX wB97M-V def2-TZVPD def2/J DEFGRID3
* xyz 1 2
C -1.58740 1.41440 0.27813
N -1.38766 0.31867 -0.51062
C -2.44311 -0.65097 -0.73901
O -2.64613 1.65886 0.82522
H -0.71207 2.06716 0.37517
H -0.39891 0.10318 -0.74540
H -2.90844 -0.96848 0.19350
H -2.00357 -1.49474 -1.26374
H -3.20183 -0.19075 -1.38191
N 2.26488 -0.23854 1.49849
C 2.45186 0.07260 0.10822
O 1.34066 -0.31519 -0.75752
H 1.30718 -0.04357 1.77045
H 2.43720 -1.22085 1.68681
H 2.58289 1.13917 -0.04191
H 3.34827 -0.44918 -0.22643
H 1.55618 -1.20176 -1.06946
*
```

expectation value of S²	0.779
E_LUMO (spin up / spin down)	-0.1432 / -0.3355	Eh
gap between HOMO and LUMO (spin up / spin down)	9.83 / 4.59	eV
HOMO energy (spin up / spin down)	-13.723 / -13.720	eV

=====

b | Below is a 3-piece molecular cluster, C3H10N2O2 overall, with properties calculated with ωB97M-V/def2-TZVPD.

Structure (ORCA input):
```
! RIJCOSX wB97M-V def2-TZVPD def2/J DEFGRID3
* xyz 1 2
C -0.51779 -0.33869 0.16971
N -0.98417 -1.58572 -0.47003
C -0.41871 -1.91628 -1.62088
N 0.53720 -1.39701 -2.37825
O 1.58398 1.28306 -0.79231
C -1.34831 -0.15520 1.42768
H -0.67376 0.57114 -0.47233
H 0.53263 -0.39179 0.45897
H 1.32505 2.46449 1.93448
H -0.84733 -2.84054 -2.01334
H 2.31391 1.84230 -1.18625
H -1.17959 -0.97341 2.13633
H -2.42222 -0.13315 1.22984
H -0.98747 0.79616 1.91603
H 1.27448 1.58504 0.18832
H 0.99595 -0.60433 -1.94020
O 0.81615 1.79395 1.41224
*
```

expectation value of S²	1.204
E_LUMO (spin up / spin down)	-0.3342 / -0.3385	Eh
gap between HOMO and LUMO (spin up / spin down)	6.67 / 6.32	eV
HOMO energy (spin up / spin down)	-15.766 / -15.535	eV

=====

Preferred: a; penalty for the next structure: 0.2077 hartree.

=====

a | Below is one molecule with the formula C4HNO, with properties calculated with ωB97M-V/def2-TZVPD.

Structure (ORCA input):
```
! RIJCOSX wB97M-V def2-TZVPD def2/J DEFGRID3
* xyz 0 1
N 3.09886 -0.33651 0.56031
C 2.17870 0.12857 0.03074
C 0.91823 0.47906 -0.40892
C -0.27706 0.31232 -0.33881
C -1.64182 -0.08067 -0.03965
O -1.83964 -0.96353 0.76025
H -2.43727 0.46077 -0.56392
*
```

E_LUMO	-0.0455	Eh
gap between HOMO and LUMO	10.07	eV
HOMO energy	-11.310	eV
SMILES string	N#CC#CC=O

=====

b | Below is one molecule with the formula C4HNO, with properties calculated with ωB97M-V/def2-TZVPD.

Structure (ORCA input):
```
! RIJCOSX wB97M-V def2-TZVPD def2/J DEFGRID3
* xyz 0 1
O 1.68080 0.12841 0.25830
C 1.59226 -1.07379 0.86622
C 0.41985 0.50551 0.16420
C -0.73526 0.72496 -0.05732
C -2.06056 0.98488 -0.31547
N -3.17267 1.21184 -0.54644
H 2.52075 -1.57765 0.55972
*
```

E_LUMO	-0.0408	Eh
gap between HOMO and LUMO	9.07	eV
HOMO energy	-10.178	eV

=====

Preferred: a; penalty for the next structure: 0.1210 hartree.

=====

a | Below is a 3-piece molecular cluster, H2N2O3S2 overall, with properties calculated with ωB97M-V/def2-TZVPD.

Structure (ORCA input):
```
! RIJCOSX wB97M-V def2-TZVPD def2/J DEFGRID3
* xyz -2 1
N -0.38248 -2.62590 4.42233
N -1.02180 -0.25126 4.33759
O 0.66895 -3.23118 4.44475
O -2.15211 -0.52307 3.94562
O -0.16327 -1.19073 4.49105
S -0.95800 -0.52769 8.15251
S 1.50493 4.95870 -18.49833
H -0.16031 -1.00225 7.11792
H 2.66408 4.39338 -18.41343
*
```

E_LUMO (spin up / spin down)	0.0732 / 0.0733	Eh
gap between HOMO and LUMO (spin up / spin down)	3.69 / 3.69	eV
HOMO energy (spin up / spin down)	-1.697 / -1.697	eV

=====

b | Below is a 3-piece molecular cluster, H2N2O3S2 overall, with properties calculated with ωB97M-V/def2-TZVPD.

Structure (ORCA input):
```
! RIJCOSX wB97M-V def2-TZVPD def2/J DEFGRID3
* xyz -2 1
N 5.71321 2.37154 -0.13081
N 3.99792 3.57287 -1.36906
O 6.84186 1.89047 -0.33096
O 3.44620 3.75200 -0.26819
O 5.07604 2.82967 -1.41267
S 4.14252 -0.39934 1.25367
S -17.25069 -7.81196 0.92569
H 4.67100 0.42284 0.27346
H -16.63804 -6.62809 1.05887
*
```

E_LUMO (spin up / spin down)	0.0810 / 0.0815	Eh
gap between HOMO and LUMO (spin up / spin down)	3.81 / 3.82	eV
HOMO energy (spin up / spin down)	-1.607 / -1.607	eV

=====

Preferred: a; penalty for the next structure: 0.0035 hartree.